# 1
Formula: C49H45F3NO10
Source: OMol25
Level of theory: the ωB97M-V functional and the def2-TZVPD basis

Last column: Mulliken charge in e.
CARTESIAN COORDINATES (ANGSTROEM)
C: 0.9784 -4.0414 0.4136  -0.92
C: 0.3357 -5.0268 -0.5971  -0.31
C: 1.3064 -5.6910 -1.5772  -0.71
O: 1.8612 -4.8419 -2.6237  -0.42
N: 0.9995 -3.8811 -3.0610  1.03
C: -0.0642 -4.2798 -3.7551  -0.56
C: -0.9744 -3.4006 -4.2149  -0.94
C: -0.7782 -2.0467 -3.9929  0.62
C: -1.7984 -1.0293 -4.4982  0.06
O: -2.1445 -1.0729 -5.6518  -0.52
O: -2.2671 -0.1043 -3.6190  -0.36
C: -3.0226 -0.8297 -2.5681  -0.02
C: -4.1625 0.0963 -2.1062  -0.98
C: -5.4171 -0.7748 -1.8324  -0.64
C: -6.0589 -1.2672 -3.1463  -0.41
O: -6.8316 -2.4294 -2.8424  -0.40
C: -6.1206 -3.6013 -3.1849  -0.62
C: 0.3457 -1.6677 -3.2845  0.59
C: 0.5431 -0.1974 -3.0069  -1.43
O: 0.5404 0.5449 -4.2157  -0.31
C: 0.4321 1.9223 -4.0409  0.37
C: 0.9726 2.6334 -2.8115  -0.43
O: -0.0846 2.5463 -4.9308  -0.55
C: 1.2569 -2.5914 -2.8059  0.06
C: 2.4836 -2.2543 -1.9952  -1.39
C: 3.5775 -1.4006 -2.7304  -0.92
C: 3.3821 -1.2223 -4.2086  0.47
F: 3.2407 0.0445 -4.6368  -0.32
C: 3.3660 -2.1800 -5.1304  0.40
F: 2.6978 -1.9911 -6.2484  -0.23
F: 4.0010 -3.3225 -5.0512  -0.25
H: 0.6755 -3.0228 0.1331  0.12
H: 0.5731 -4.1908 1.4156  0.38
H: 2.0708 -4.0476 0.4014  0.28
H: -0.0895 -5.8487 -0.0071  0.51
H: -0.5312 -4.5659 -1.0864  0.22
H: 0.8471 -6.6030 -1.9761  0.33
H: 2.1704 -6.0198 -0.9915  0.47
H: -0.2205 -5.3387 -3.9253  0.43
H: -1.8401 -3.7700 -4.7538  0.64
H: -2.3245 -1.0914 -1.7622  0.26
H: -3.4027 -1.7358 -3.0579  0.33
H: -3.8197 0.6168 -1.2089  0.38
H: -4.3612 0.7777 -2.9383  0.34
H: -5.1382 -1.6111 -1.1777  0.31
H: -6.1145 -0.1510 -1.2642  0.38
H: -5.3031 -1.5433 -3.8933  0.25
H: -6.6997 -0.4642 -3.5210  0.36
H: -6.7860 -4.4355 -2.9407  0.29
H: -5.9332 -3.6474 -4.2677  0.30
H: -5.1892 -3.7153 -2.6065  0.20
H: 1.4553 -0.0012 -2.4355  0.91
H: -0.3098 0.1318 -2.3940  0.95
H: 1.9921 2.9858 -2.9861  0.20
H: 1.0014 2.0292 -1.8994  0.02
H: 0.2962 3.4644 -2.6086  0.46
H: 2.1313 -1.6544 -1.1467  0.53
H: 2.9738 -3.1208 -1.5610  0.30
H: 3.6975 -0.4253 -2.2512  0.44
H: 4.5470 -1.8989 -2.5953  0.48
C: 2.1472 3.2496 3.0361  -0.39
C: 3.0611 3.5447 4.0431  -0.62
C: 4.3629 3.8925 3.7202  -0.62
C: 4.7603 3.9353 2.3896  0.17
C: 3.8494 3.6164 1.3810  0.32
C: 2.5405 3.2849 1.7097  -0.68
C: 4.2667 3.6089 -0.0453  0.35
O: 3.4661 3.3326 -0.9208  -0.59
C: 5.6777 3.9349 -0.3766  0.25
C: 6.1010 3.8789 -1.6996  -0.56
C: 7.4106 4.1937 -2.0214  -0.56
C: 8.3022 4.5748 -1.0237  -0.49
C: 7.8876 4.6274 0.2971  -0.60
C: 6.5789 4.2995 0.6269  0.29
C: 6.1571 4.3273 2.0544  0.49
O: 6.9334 4.6558 2.9252  -0.66
H: 1.1276 2.9864 3.2889  0.66
H: 2.7555 3.5049 5.0806  0.42
H: 5.0718 4.1270 4.5029  0.49
H: 1.8304 3.0506 0.9279  0.49
H: 5.4084 3.5865 -2.4774  0.51
H: 7.7393 4.1450 -3.0514  0.42
H: 9.3233 4.8274 -1.2781  0.40
H: 8.5828 4.9196 1.0725  0.48
C: -3.8580 4.4428 6.3639  -0.40
C: -2.6867 4.4053 5.6140  -0.65
C: -2.1971 3.1956 5.1513  -0.33
C: -2.8692 2.0152 5.4453  0.06
C: -4.0321 2.0516 6.2182  0.38
C: -4.5287 3.2693 6.6660  -0.72
C: -4.7402 0.7952 6.5851  0.58
O: -5.7519 0.8246 7.2521  -0.65
C: -4.1729 -0.5011 6.1214  0.19
C: -4.7870 -1.6883 6.5008  -0.59
C: -4.2778 -2.9005 6.0666  -0.46
C: -3.1567 -2.9319 5.2430  -0.49
C: -2.5379 -1.7518 4.8660  -0.58
C: -3.0370 -0.5332 5.3105  0.09
C: -2.3420 0.7252 4.9267  0.47
O: -1.3608 0.6988 4.2081  -0.73
H: -4.2441 5.3901 6.7173  0.40
H: -2.1576 5.3225 5.3898  0.41
H: -1.2892 3.1680 4.5642  0.71
H: -5.4363 3.2988 7.2537  0.49
H: -5.6603 -1.6647 7.1386  0.48
H: -4.7546 -3.8243 6.3678  0.40
H: -2.7642 -3.8806 4.8994  0.40
H: -1.6633 -1.7767 4.2299  0.54

Values from the calculation:
- gap between HOMO and LUMO (eV) = 7.09
- spin multiplicity = 1
- energy relative to the best compared isomer or geometry (same formula, charge and spin) (eV) = 0.000
- total charge = +1
- E_HOMO (eV) = -11.42

***

# 2
Formula: C4H12N2O
Source: OMol25
Level of theory: the ωB97M-V functional and the def2-TZVPD basis

Last column: Mulliken charge in e.
CARTESIAN COORDINATES (ANGSTROEM)
C: 1.6013 0.4263 1.1648  -1.40
C: -0.7575 -0.4899 1.6417  -1.15
C: 0.1727 0.2672 0.6318  0.50
C: 0.2350 -0.2114 -0.8163  -0.21
N: -1.7348 -0.5908 -2.6760  -0.48
N: -1.5515 -0.0379 -1.4187  -0.34
O: 1.0030 0.3349 -1.7171  -0.50
H: 2.3134 0.9072 0.4539  0.39
H: 2.0502 -0.5290 1.2961  0.36
H: 1.6617 1.2214 2.0155  0.36
H: -0.8255 -1.4817 1.3263  0.31
H: -1.6701 0.0592 1.7345  0.30
H: -0.1802 -0.2743 2.5833  0.34
H: -0.3144 1.2900 0.5917  0.14
H: 0.4094 -1.2770 -0.7491  0.36
H: -1.3582 -0.2678 -3.5632  0.19
H: -1.8991 -1.6414 -2.6065  0.22
H: -1.8360 1.0090 -1.3348  0.22
H: 1.0976 1.3199 -1.4901  0.39

Values from the calculation:
- gap between HOMO and LUMO (eV) = 8.15
- spin multiplicity = 1
- energy relative to the best compared isomer or geometry (same formula, charge and spin) (eV) = 4.385
- total charge = 0
- E_HOMO (eV) = -7.34

***

# 3
Formula: C21H33BaBr2NO5PS3
Source: OMol25
Level of theory: the ωB97M-V functional and the def2-TZVPD basis

Last column: Löwdin spin population.
CARTESIAN COORDINATES (ANGSTROEM)
Ba: -0.0058 0.4802 2.1580  0.00
C: 3.1576 -2.9421 0.7120  0.02
C: 1.8114 -3.2727 0.6010  0.27
C: 1.1871 -3.1638 1.9299  0.11
C: 2.1540 -2.7996 2.8146  0.10
C: 3.4026 -2.6567 2.0644  0.31
C: 4.7048 -2.2852 2.6726  0.06
C: 2.0403 -2.5902 4.2908  0.01
C: -0.2491 -3.4781 2.2104  0.01
C: 1.0834 -3.7132 -0.6203  0.05
C: 4.1745 -2.8895 -0.3901  -0.01
H: 5.5357 -2.4817 1.9939  0.00
H: 4.8732 -2.8364 3.6018  0.01
H: 4.6993 -1.2189 2.9239  0.02
H: 1.0453 -2.2521 4.5823  0.00
H: 2.7337 -1.8183 4.6251  0.00
H: 2.2510 -3.5108 4.8472  0.00
H: -0.4265 -4.5594 2.2258  0.00
H: -0.9139 -3.0508 1.4561  0.00
H: -0.5512 -3.0942 3.1875  0.00
H: 1.7603 -3.8772 -1.4586  0.00
H: 0.3347 -2.9776 -0.9244  0.01
H: 0.5403 -4.6448 -0.4334  0.01
H: 4.8120 -3.7797 -0.4181  0.00
H: 4.8299 -2.0237 -0.2769  0.00
H: 3.6953 -2.8029 -1.3661  0.00
C: -5.3844 -0.9464 -2.7493  0.00
C: -3.9654 -0.8109 -2.2452  0.00
O: -4.0178 -0.2239 -0.9412  0.00
P: -2.6497 0.3698 -0.3117  0.00
S: -3.0717 0.9836 1.5088  0.00
S: -1.1704 -0.9319 -0.4953  0.00
O: -2.2644 1.5684 -1.2933  0.00
C: -3.0717 2.7673 -1.3991  0.00
C: -3.7110 2.8327 -2.7675  0.00
H: -5.3876 -1.4186 -3.7339  0.00
H: -5.8582 0.0323 -2.8311  0.00
H: -5.9734 -1.5584 -2.0649  0.00
H: -3.3667 -0.1840 -2.9108  0.00
H: -3.4749 -1.7843 -2.1701  0.00
H: -2.3921 3.6058 -1.2612  0.00
H: -3.8150 2.7763 -0.5992  0.00
H: -2.9570 2.9475 -3.5461  0.00
H: -4.3685 3.7025 -2.8174  0.00
H: -4.3067 1.9353 -2.9539  0.00
Br: -0.0749 0.2344 5.9581  0.00
C: -0.5751 1.7018 4.6366  0.00
Br: 3.0870 0.8385 3.1780  0.01
H: 0.0460 2.5274 5.0010  0.00
H: -1.5946 1.9291 4.9701  0.00
N: 1.9866 0.9657 0.0405  0.00
C: 1.4211 1.9006 -0.8411  0.00
C: 1.0816 1.5611 -2.1462  0.00
C: 0.4541 2.4840 -2.9693  0.00
C: 0.1568 3.7578 -2.5104  0.00
C: 0.4889 4.0991 -1.2063  0.00
C: 1.1140 3.1819 -0.3758  0.00
S: -0.6498 4.9602 -3.5677  0.00
O: 0.3897 5.9253 -3.9007  0.00
O: -1.1329 4.1844 -4.7061  0.00
O: -1.7160 5.5123 -2.7358  0.00
H: 2.4186 0.1526 -0.3707  0.00
H: 2.5502 1.3338 0.8035  0.00
H: 1.2764 0.5555 -2.5019  0.00
H: 0.1669 2.2214 -3.9790  0.00
H: 0.2450 5.0895 -0.8427  0.00
H: 1.3872 3.4598 0.6390  0.00

Values from the calculation:
- gap between HOMO and LUMO (alpha / beta) (eV) = 6.72 / 5.88
- <S²> = 0.766
- spin multiplicity = 2
- energy relative to the best compared isomer or geometry (same formula, charge and spin) (eV) = 0.760
- total charge = -2
- E_HOMO (alpha / beta) (eV) = -2.65 / -2.65

***

# 4
Formula: C5H4BrNO3Tl
Source: OMol25
Level of theory: the ωB97M-V functional and the def2-TZVPD basis

Last column: Mulliken charge in e.
CARTESIAN COORDINATES (ANGSTROEM)
Tl: 0.6722 -0.4518 -3.2854  0.78
O: -1.1682 0.9305 2.9979  -0.47
C: -0.9219 0.6029 1.7312  0.98
C: -1.8689 0.0327 0.8773  -0.62
C: -1.4923 -0.2639 -0.4118  -0.35
N: -0.2624 -0.0342 -0.8928  -0.46
C: 0.6134 0.5092 -0.0582  0.45
Br: 2.3482 0.8103 -0.7797  -0.23
C: 0.3644 0.8504 1.2472  -0.57
H: -2.0771 0.7256 3.2516  0.32
H: -2.8768 -0.1759 1.2100  0.33
H: -2.2039 -0.7073 -1.0976  0.39
H: 1.1179 1.2899 1.8835  0.46
O: 3.7958 -1.5428 -3.6280  -0.01
O: 3.9596 -2.5755 -3.0452  0.02

Values from the calculation:
- gap between HOMO and LUMO (alpha / beta) (eV) = 9.21 / 9.15
- spin multiplicity = 1
- energy relative to the best compared isomer or geometry (same formula, charge and spin) (eV) = 0.533
- total charge = +1
- E_HOMO (alpha / beta) (eV) = -13.55 / -13.55